Here is a structure of composition C22H16AuBrClF3N2O5S from OMol25. Energies are from wB97M-V/def2-TZVPD.

Geometry as XYZ:
```
52
Properties=species:S:1:pos:R:3:forces:R:3:nbo_charge:R:1
Au 0.066173 -0.625723 1.220784 0.45 0.01 0.09 1.278
Br 2.195050 -0.251149 2.443648 -0.44 0.06 -0.08 0.280
C 3.130083 -1.631379 1.521649 0.08 -0.04 -0.04 -0.081
C 4.480837 -1.712096 1.615779 -0.01 0.03 0.02 -0.218
C 5.115506 -2.805808 0.989303 0.00 0.00 -0.01 -0.205
C 4.374039 -3.760321 0.355666 -0.01 0.00 -0.01 -0.155
C 2.962279 -3.671100 0.278306 0.02 0.01 0.01 -0.069
C 2.170892 -4.674341 -0.329943 0.00 0.00 0.00 -0.182
C 0.814711 -4.559579 -0.349572 -0.03 0.00 -0.02 -0.186
C 0.166025 -3.414515 0.174951 0.10 0.01 -0.05 -0.266
C 0.904950 -2.410440 0.719917 -0.22 0.08 0.04 -0.080
C 2.314141 -2.545287 0.839677 -0.04 0.01 0.04 -0.066
H 5.055165 -0.966657 2.147966 0.00 0.00 0.00 0.234
H 6.193128 -2.882119 1.028860 0.00 0.00 0.00 0.226
H 4.860598 -4.610647 -0.105389 0.00 0.00 0.00 0.220
H 2.662705 -5.533092 -0.769238 0.00 -0.01 0.01 0.218
H 0.206447 -5.331150 -0.802573 0.01 -0.01 0.00 0.224
H -0.903051 -3.333742 0.084561 -0.09 0.05 -0.02 0.265
Cl -4.294513 4.257432 -2.400527 -0.01 0.01 0.00 -0.009
C -3.662898 2.694877 -1.962164 0.00 -0.01 0.04 -0.043
C -4.546012 1.675148 -1.641100 0.00 0.02 0.01 -0.251
C -4.040102 0.437540 -1.273699 0.01 0.00 0.01 -0.204
C -2.665986 0.234153 -1.210857 0.02 0.04 0.04 -0.081
C -1.795753 1.260177 -1.553390 0.08 0.02 -0.03 -0.210
C -2.292968 2.496210 -1.939615 -0.01 0.01 0.03 -0.221
C -2.149065 -1.104193 -0.766873 0.13 0.08 -0.01 0.775
O -2.232755 -2.083227 -1.458694 -0.03 -0.08 0.07 -0.553
O -1.729950 -1.145135 0.511890 -0.08 -0.26 0.05 -0.815
H -5.612407 1.847795 -1.690607 0.00 0.00 0.00 0.228
H -4.716875 -0.374961 -1.040288 -0.01 0.00 0.00 0.222
H -0.724863 1.095304 -1.554452 -0.12 0.02 0.01 0.259
H -1.615435 3.290186 -2.222738 0.02 0.00 0.01 0.244
C -3.843628 3.169858 2.077759 0.01 0.01 -0.01 -0.404
N -2.495482 2.669701 1.860486 0.02 0.03 -0.08 -0.316
C -1.381265 3.422985 1.565869 -0.02 0.00 0.03 -0.077
C -0.346480 2.554200 1.438167 0.09 -0.02 0.07 -0.076
N -0.823918 1.280826 1.660326 -0.05 -0.15 -0.12 -0.586
C -2.119819 1.388330 1.897667 0.02 0.02 0.05 0.226
H -3.933405 4.145815 1.608831 0.00 0.00 -0.02 0.228
H -4.053870 3.258819 3.142313 0.00 0.01 0.00 0.213
H -4.558867 2.496207 1.612738 -0.01 -0.02 -0.01 0.227
H -1.431279 4.491413 1.455680 0.00 0.00 -0.01 0.233
H 0.684529 2.730661 1.178578 -0.02 -0.01 -0.02 0.273
H -2.794824 0.568646 2.073361 0.01 -0.02 -0.04 0.235
F 4.068086 -0.303803 -1.329513 -0.03 0.07 -0.01 -0.332
C 3.548182 0.777216 -1.938805 0.07 -0.04 -0.03 0.692
F 4.447076 1.762797 -1.854582 -0.04 -0.01 -0.01 -0.318
F 3.374815 0.478755 -3.227628 -0.02 -0.01 0.06 -0.314
S 1.960644 1.262366 -1.140894 0.22 0.06 -0.07 2.343
O 1.407315 2.279530 -1.995525 -0.03 0.01 0.03 -0.965
O 1.221807 0.001802 -1.124549 -0.06 0.00 0.09 -1.041
O 2.380287 1.701711 0.178462 0.01 0.05 -0.09 -1.021
```
Forces are in eV/Å.

Its charge is 0. For the energy relative to the best compared isomer or geometry (same formula, charge and spin), the calculation gives 0.0 kcal per mole. The calculation puts the HOMO energy at -8.8 eV. For the gap between HOMO and LUMO, the calculation gives 7.110 eV. For the LUMO energy, the calculation gives -1.74 eV.